1.
An isolated molecule of C4H4ClN at a distorted geometry, computed with the ωB97M-V functional and the def2-TZVPD basis.

Output
- HOMO (spin up / spin down) (eV) = -7.9 / -7.9

Each atom is followed by the atoms it is bonded to, with distances in Å.
Positions of all 10 atoms, in Å:
1 Cl -1.90092 -1.55963 1.74328  N6 1.716
2 H 1.35848 1.80484 -0.84233  C8 1.096
3 H 0.15267 1.43609 2.04007  C7 1.083
4 H -0.85890 -1.73903 -1.20870  C9 1.108
5 H 0.81828 -0.27965 -1.95182  C10 1.087
6 N -0.55272 -0.98701 0.84989  Cl1 1.716, C9 1.353
7 C 0.19628 1.19853 0.98452  H3 1.083, C8 1.272
8 C 0.73756 1.20605 -0.16684  H2 1.096, C7 1.272, C10 1.513
9 C -0.40237 -1.02632 -0.49399  H4 1.108, N6 1.353, C10 1.374
10 C 0.45163 -0.05389 -0.95408  H5 1.087, C8 1.513, C9 1.374

Atomic partial charges in e from the natural (NBO) method, atoms 1 to 8:
1 Cl 0.111
2 H 0.281
3 H 0.234
4 H 0.226
5 H 0.215
6 N -0.496
7 C 0.086
8 C -0.345

=====

2.
An isolated molecule of C4H4ClN at a distorted geometry, computed with the ωB97M-V functional and the def2-TZVPD basis.

Output
- HOMO (eV) = -8.4
- structure (SMILES) = Clc1cc[nH]c1

Each atom is followed by the atoms it is bonded to, with distances in Å.
Positions of all 10 atoms, in Å:
1 C 1.01675 0.68427 0.01519  N5 1.353, H7 1.070, C8 1.369
2 H -0.59983 -2.16720 0.05113  C4 1.098
3 H -0.66921 2.18204 0.00065  C8 1.108
4 C -0.28326 -1.11791 -0.01025  H2 1.098, N5 1.340, C10 1.381
5 N 0.97867 -0.66788 -0.00857  C1 1.353, C4 1.340, H9 1.018
6 Cl -2.82023 -0.02164 -0.00242  C10 1.712
7 H 1.94157 1.22012 -0.03800  C1 1.070
8 C -0.27110 1.14781 -0.00279  C1 1.369, H3 1.108, C10 1.430
9 H 1.81506 -1.24872 -0.00334  N5 1.018
10 C -1.10841 -0.01090 -0.00159  C4 1.381, Cl6 1.712, C8 1.430

Atomic partial charges in e from the natural (NBO) method, atoms 1 to 8:
1 C -0.071
2 H 0.224
3 H 0.236
4 C -0.094
5 N -0.489
6 Cl 0.016
7 H 0.215
8 C -0.311

=====

| no. | energy (Eh) |
| --- | --- |
| 1 | -669.5571 |
| 2 | -669.7591 |